Entry 1:
Molecular formula: C11H10BrNSZn
Method: DFT, ωB97M-V/def2-TZVPD

Each line ends with the Löwdin charge.
Cartesian coordinates (Å):
Br: -2.65595 0.92017 0.62279  -0.02
Zn: -1.20943 0.18639 -1.01955  0.15
S: -0.71893 -2.11094 -1.26250  0.51
N: -1.73210 -3.14750 1.17230  0.03
C: 1.58805 -1.72409 1.94499  -0.23
C: -1.25946 1.96594 -2.37728  -0.26
C: -0.22679 2.38708 -1.47484  -0.21
C: 1.42123 -0.50274 1.22142  -0.25
C: 0.83466 -1.62678 3.15335  -0.23
C: 0.56225 0.35102 1.98370  -0.26
C: -1.31641 -2.69442 0.16364  -0.93
C: -0.79316 0.77286 -3.05130  -0.27
C: 0.87866 1.49999 -1.60800  -0.18
C: 0.54923 0.51551 -2.58505  -0.24
C: 0.18381 -0.35528 3.16524  -0.23
H: 1.23278 -0.22624 -2.99498  0.09
H: -1.30598 0.23835 -3.85211  0.08
H: -0.49432 0.00548 3.93357  0.04
H: 1.85986 1.63969 -1.15587  0.09
H: 0.76490 -2.39290 3.92319  0.04
H: 2.16791 -2.58265 1.61395  0.04
H: 1.85233 -0.27488 0.24864  0.03
H: -2.17822 2.51471 -2.59649  0.09
H: 0.23392 1.35071 1.69992  0.03
H: -0.23883 3.29052 -0.86872  0.09

- HOMO-LUMO gap (eV) = 4.33
- 2S+1 = 1
- net charge = -2
- E_LUMO (eV) = 4.75
- energy above the lowest of the compared OMol25 structures with the same formula, charge and spin (kJ/mol) = 0.00

Entry 2:
Molecular formula: C35H45BrN4P2Ti
Method: DFT, ωB97M-V/def2-TZVPD

Each line ends with the Löwdin spin population.
Cartesian coordinates (Å):
Br: 3.09797 0.55287 0.44414  0.03
Ti: -1.41026 -1.33917 -0.79096  0.98
P: 1.06566 2.76019 -1.06536  0.13
P: -1.67876 -0.18678 1.91791  0.00
N: 2.14539 -3.39259 1.13049  0.00
N: 0.36345 -2.50762 0.06398  0.01
N: -4.81978 -2.09129 -6.53434  0.00
N: 6.12127 -7.16189 5.29852  0.00
C: 0.19295 3.49048 0.38812  0.05
C: -0.86551 1.69297 4.09961  0.00
C: 1.31439 -2.89924 -0.87703  0.01
C: -4.49835 -3.18139 -5.85015  0.00
C: 2.69832 3.59596 -1.06561  0.06
C: 3.62681 -4.79555 4.30891  0.00
C: -2.71964 -1.16088 3.09499  0.00
C: -2.69815 1.33138 1.68605  0.00
C: -4.01184 1.12573 0.95189  0.00
C: -0.03683 4.69507 -2.79868  0.00
C: -3.67180 -3.16829 -4.70357  0.01
C: 2.80176 -4.02638 3.46833  0.00
C: 3.00744 4.83364 -1.88781  0.01
C: 0.90557 -2.85935 1.28006  0.00
C: 0.42305 4.99679 0.59077  0.01
C: 0.24581 3.20483 -2.59683  0.00
C: 2.41910 -3.33205 -0.23472  0.00
C: -4.33661 -0.94098 -6.08988  0.00
C: 5.47630 -6.43764 4.63508  0.00
C: -3.46296 -0.46834 4.23712  0.00
C: 3.02545 -4.00380 2.07853  0.00
C: 1.96995 1.04517 -1.00052  0.23
C: -0.46283 0.54799 3.16231  0.00
C: -3.19407 -1.95392 -4.15627  0.01
C: 4.69480 -5.55692 3.80200  0.00
C: 4.97589 -5.45810 2.43329  0.00
C: -2.37167 -1.74928 -2.94206  0.04
C: -0.24400 -0.27765 -2.26518  0.03
C: -3.50577 -0.84920 -4.97594  0.00
C: 4.17153 -4.66643 1.60026  0.00
C: 2.11881 0.38542 -2.32758  0.00
C: -0.55300 0.56739 -1.16160  0.05
C: -1.34611 -0.99961 -2.70546  0.02
C: 0.57109 1.01517 -0.41100  0.21
C: 1.05020 -0.26498 -2.86583  0.08
H: -0.70712 2.67314 -2.75888  0.00
H: 0.43325 0.84764 2.60510  0.00
H: 0.40893 -2.79493 2.25843  0.00
H: -2.05994 2.04546 1.14806  0.00
H: -3.89335 0.43546 0.10397  0.01
H: 0.89180 2.90708 -3.43635  0.00
H: -0.50790 4.86595 -3.77394  0.00
H: 1.09295 -0.88038 -3.77804  0.00
H: -0.89623 2.66307 3.58823  0.00
H: -0.69669 5.09147 -2.02893  0.00
H: -0.88217 3.32192 0.24480  0.00
H: 3.37667 -3.60050 -0.61171  0.00
H: -4.80936 0.74310 1.60607  0.00
H: 2.49314 5.71209 -1.48428  0.00
H: 0.47234 2.94289 1.31120  0.00
H: 4.46082 -4.62617 0.55028  0.00
H: 5.81141 -6.03059 2.01683  0.00
H: -3.99798 0.43678 3.93210  0.00
H: -4.36033 2.09640 0.56992  0.00
H: -3.04417 0.11196 -4.76466  0.00
H: -0.38555 5.38336 1.24107  0.00
H: 2.84674 3.89826 -0.02499  0.00
H: 4.08201 5.07888 -1.81598  0.00
H: -2.81723 -0.22294 5.08712  0.00
H: -3.38171 -4.13492 -4.30613  0.00
H: -2.04367 -1.91727 3.51584  0.00
H: 1.98257 -3.44835 3.89637  0.00
H: -1.82149 1.53177 4.61276  0.00
H: 1.40589 5.20439 1.06237  0.00
H: 0.49736 0.77671 0.64022  0.01
H: 0.37225 5.56176 -0.36267  0.00
H: 3.43708 2.82032 -1.27249  0.00
H: -4.21801 -1.15320 4.63937  0.00
H: -4.91606 -4.10958 -6.25059  0.00
H: -4.61289 -0.04796 -6.66365  0.00
H: -3.42504 -1.71497 2.46221  0.00
H: -2.87820 1.80955 2.65293  0.00
H: 0.86813 5.30121 -2.79548  0.00
H: 2.77444 4.76188 -2.95422  0.00
H: -0.11333 1.79586 4.89672  0.00
H: 3.45054 -4.85828 5.38645  0.00
H: 3.07677 0.44969 -2.84345  0.00
H: -1.38578 1.30425 -1.29773  0.01
H: -0.13963 -0.30586 3.77201  0.00
H: 1.16372 -2.83816 -1.94219  0.00

- HOMO-LUMO gap (alpha / beta) (eV) = 7.32 / 6.46
- <S²> = 2.027
- 2S+1 = 3
- net charge = +2
- E_LUMO (alpha / beta) (eV) = -5.79 / -7.03
- energy above the lowest of the compared OMol25 structures with the same formula, charge and spin (kJ/mol) = 13.14

Entry 3:
Molecular formula: C10H15OPS
Method: DFT, ωB97M-V/def2-TZVPD

Each line ends with the Löwdin charge.
Cartesian coordinates (Å):
S: 2.79796 1.61782 0.37021  0.26
P: 0.89263 1.21196 0.25041  0.39
O: -0.15154 2.46628 0.35640  -0.24
C: -1.26745 0.13605 -1.18756  -0.07
C: 0.99579 -1.03930 -1.63955  -0.07
C: 1.09078 -0.72895 2.12716  -0.09
C: 0.68888 1.28235 -2.48972  -0.13
C: 0.71834 -1.51065 3.22383  -0.05
C: 0.22881 0.31120 -1.41326  -0.62
C: -0.95561 0.52975 2.25844  -0.05
C: -0.61363 -1.47105 3.58290  -0.09
C: -1.36844 -0.40901 3.19530  -0.09
C: 0.21087 0.19609 1.56915  -0.33
H: -1.51528 -0.74387 -0.75866  0.04
H: 0.68013 -1.48256 -2.74115  0.15
H: -1.78468 0.97151 -0.60190  0.10
H: -1.58798 0.25997 -2.22064  0.09
H: 1.76232 1.78530 -2.31796  0.11
H: -2.24752 -0.37434 3.75117  0.09
H: -1.10279 -2.13171 4.34827  0.13
H: 2.06037 -0.92732 1.80369  0.07
H: 1.39270 -2.10316 3.62506  0.06
H: 0.78151 -1.69636 -0.77942  0.07
H: -0.08973 1.94363 -2.55520  0.03
H: 1.98066 -0.87726 -1.62262  0.00
H: -1.46261 1.39420 1.88342  0.09
H: 0.59939 0.75306 -3.41766  0.07
H: 0.15778 3.13961 -0.23872  0.06

- HOMO-LUMO gap (eV) = 9.25
- SMILES = CC(C)(C)[P@](O)(=S)c1ccccc1
- 2S+1 = 1
- net charge = 0
- E_LUMO (eV) = 0.65
- energy above the lowest of the compared OMol25 structures with the same formula, charge and spin (kJ/mol) = 29.05

Entry 4:
Molecular formula: C6H8BClS
Method: DFT, ωB97M-V/def2-TZVPD

Each line ends with the Löwdin spin population.
Cartesian coordinates (Å):
Cl: -1.90908 0.12776 3.27066  0.01
S: 0.42923 -1.40640 4.44675  0.08
C: 1.81551 -1.81130 3.37434  0.04
C: 0.48348 1.89852 -0.24459  0.15
C: -0.29909 -0.47359 3.06632  0.07
C: -1.59627 -0.19349 -0.80460  0.14
C: 0.50881 -0.52465 2.03496  0.72
C: 1.69106 -1.26737 2.13432  0.08
B: -0.45597 0.70441 -0.28806  0.59
H: 0.80430 2.20775 0.79130  0.02
H: -1.69524 -0.18226 -1.87909  0.02
H: 0.25483 2.67616 -0.93367  0.03
H: 2.29216 -1.39894 1.32617  0.01
H: 2.59785 -2.34384 3.79968  0.01
H: -2.61020 0.19967 -0.52906  0.00
H: 1.31029 1.27277 -0.79718  0.00
H: -1.42808 -1.16287 -0.46969  0.02

- HOMO-LUMO gap (alpha / beta) (eV) = 5.49 / 7.55
- <S²> = 2.013
- 2S+1 = 3
- net charge = 0
- E_LUMO (alpha / beta) (eV) = 0.58 / -1.40

Entry 5:
Molecular formula: C22H20MoN6O12Si
Method: DFT, ωB97M-V/def2-TZVPD

Each line ends with the Löwdin charge.
Cartesian coordinates (Å):
Mo: -0.42594 -0.09671 0.33437  2.11
Si: -1.62535 3.08093 0.18478  0.55
O: -0.45616 0.33378 -1.42058  -0.24
O: 1.18739 -2.22402 -6.82264  0.13
O: 1.12742 -1.07916 -0.07001  -0.19
O: 3.28627 1.64396 -2.58065  0.17
O: -2.24915 -2.52814 -3.26802  0.21
O: -1.44810 -1.98947 -1.34283  0.02
O: 2.32586 -2.98083 -0.20512  0.22
O: -2.13974 -0.26283 0.95468  -0.20
O: -1.00396 -5.71833 2.81532  0.18
O: -3.81770 -1.11374 2.20918  0.25
O: 1.79996 1.64996 -1.03217  0.05
O: 2.87824 -0.89252 -6.52644  0.14
N: -0.56155 1.72909 0.86214  -0.18
N: 1.83661 -1.41308 -6.20446  -0.34
N: 2.23835 1.28419 -2.12024  -0.30
N: 0.87917 0.61214 2.02133  0.06
N: -0.55367 -1.93177 1.40930  0.01
N: -1.46055 -1.94632 -2.58813  -0.28
C: 2.43872 -1.00864 2.99160  0.02
C: 1.41581 0.38028 -2.94149  -0.01
C: -0.39748 4.14545 -0.76174  -0.14
C: 0.40999 1.86048 1.81937  -0.39
C: 1.97249 2.73515 3.34414  0.02
C: -0.92297 -4.49813 2.35493  -0.23
C: 1.42278 -2.35783 0.24050  -0.48
C: 0.17989 -0.12652 -2.49578  -0.18
C: -2.72764 -1.18741 1.76949  -0.42
C: 0.24618 -4.15379 1.64164  0.14
C: 0.37694 -2.87285 1.19201  -0.16
C: -1.72093 -2.28591 1.96484  -0.13
C: -0.38289 -1.19095 -3.21367  -0.04
C: 1.94719 -0.04939 -4.14570  0.13
C: 2.46883 1.45284 3.53147  0.02
C: 0.12027 -1.59722 -4.43244  0.13
C: -1.94970 -3.53597 2.46561  0.14
C: 1.91653 0.38127 2.84216  -0.25
C: -2.49055 3.85574 1.65162  -0.15
C: -2.91757 2.27781 -0.94104  -0.15
C: 0.91849 2.96172 2.46733  0.03
C: 1.26757 -0.98751 -4.89501  -0.07
H: -0.34967 -2.39141 -4.99957  0.16
H: 1.00082 -4.90010 1.43001  0.16
H: -2.91443 -3.77731 2.89541  0.16
H: 3.16435 -1.05597 3.79856  0.10
H: 3.29294 1.27753 4.20724  0.13
H: 2.41934 3.56833 3.87000  0.14
H: 2.89445 0.33943 -4.49620  0.15
H: -2.97962 3.10602 2.27608  0.05
H: 2.93865 -1.33194 2.07519  0.10
H: 0.59103 3.68780 -0.78844  0.01
H: -1.83063 -5.93576 3.26730  0.16
H: -3.27391 4.50959 1.25915  0.05
H: -1.84923 4.46699 2.28707  0.03
H: 0.52949 3.95191 2.27717  0.12
H: -0.73145 4.30310 -1.78818  0.05
H: -2.86241 1.19961 -1.03864  0.00
H: 1.62988 -1.70777 3.20721  0.09
H: -0.29278 5.13214 -0.30572  0.05
H: -2.87400 2.70371 -1.94476  0.05
H: -3.91221 2.49837 -0.54851  0.05

- HOMO-LUMO gap (eV) = 6.25
- 2S+1 = 1
- net charge = +2
- E_LUMO (eV) = -8.88
- energy above the lowest of the compared OMol25 structures with the same formula, charge and spin (kJ/mol) = 62.34

| no. | F_max (eV/A) |
| --- | --- |
| 1 | 3.64 |
| 2 | 3.51 |
| 3 | 5.29 |
| 4 | 2.84 |
| 5 | 1.55 |